Record 1
A cluster of 2 separate species, C6H13BrNS in total, computed with ωB97M-V/def2-TZVPD.

Summary:
Largest force on an atom: 4.6 eV/Å
Energy relative to the best compared isomer or geometry (same formula, charge and spin): 45.2 kcal per mole
Orbital gap: 8.42 eV

ORCA input file:
```
! RIJCOSX wB97M-V def2-TZVPD def2/J DEFGRID3
* xyz 1 1
C 3.28419 0.36615 2.29641
C -0.94240 0.32196 -1.77628
C 0.56117 -1.28535 -0.24243
C -1.65826 0.03085 1.12092
C 0.30524 1.30926 1.40499
C 0.07349 0.14931 -0.64495
N -0.49678 0.61269 0.61350
S 1.82231 -0.24635 2.59585
Br 4.93528 -0.22819 2.96890
H 0.99360 2.01656 0.93733
H -1.43901 1.18689 -1.46168
H -0.54021 0.26159 -2.80508
H -1.64769 -0.53146 -1.92754
H 0.25644 -2.03888 -0.98661
H 0.21551 -1.62189 0.80442
H 1.59785 -1.41134 -0.28110
H -2.56016 0.63720 0.75509
H -1.88189 -1.07668 0.83919
H -1.65805 -0.12615 2.20837
H -0.09413 1.43807 2.37177
H 1.03691 0.67234 -0.64053
H 3.56226 1.10237 1.59668
*
```

=====

Record 2
The ion C6H13BrP with charge +1, computed with ωB97M-V/def2-TZVPD.

Summary:
Largest force on an atom: 4.7 eV/Å
Energy relative to the best compared isomer or geometry (same formula, charge and spin): 4.1 kcal per mole
Orbital gap: 10.38 eV

ORCA input file:
```
! RIJCOSX wB97M-V def2-TZVPD def2/J DEFGRID3
* xyz 1 1
C 0.94337 3.04745 0.35122
C 1.04772 1.90299 -0.29718
C -0.35251 -1.27478 -1.73967
C 0.14483 -2.06808 1.01585
C -1.87502 0.05431 0.34053
C 1.05978 0.58634 0.34193
P -0.20664 -0.62699 -0.07913
Br 2.86044 -0.29904 0.16743
H 0.80845 3.91147 -0.19194
H 0.73631 2.96542 1.38318
H 1.21987 2.08010 -1.41644
H -1.42124 -1.14207 -2.07418
H -0.04192 -2.43294 -1.90098
H 0.28070 -0.76201 -2.31414
H 1.10869 -2.58698 0.74292
H -0.80808 -2.77236 0.98712
H 0.38123 -1.77090 2.09329
H -2.64826 -0.66144 0.11313
H -2.27845 0.71681 -0.42632
H -1.82772 0.33811 1.44725
H 0.86845 0.79459 1.45612
*
```

=====

Record 3
The ion C6H13ClN with charge +1, computed with ωB97M-V/def2-TZVPD.

Summary:
Largest force on an atom: 5.9 eV/Å
SMILES string: CC[N@H+](C)C/C=C\Cl
Energy relative to the best compared isomer or geometry (same formula, charge and spin): 20.0 kcal per mole
Orbital gap: 10.76 eV

ORCA input file:
```
! RIJCOSX wB97M-V def2-TZVPD def2/J DEFGRID3
* xyz 1 1
C -1.36247 0.76628 -1.34480
C -0.18110 -0.17196 -1.32209
C -2.42157 0.82408 -0.50153
C 1.45854 0.33992 0.44956
C 1.02348 1.23095 1.61996
C 0.56398 -1.94559 0.07487
N 0.34904 -0.56458 0.01034
Cl -2.75992 -0.47975 0.53750
H -1.26040 1.40376 -2.16063
H 1.78189 0.97599 -0.39298
H -0.33650 -1.11250 -1.93912
H 0.59903 0.43234 -1.89372
H -3.13941 1.66218 -0.64473
H 2.24952 -0.33369 0.84909
H 0.18812 0.68175 2.15106
H 0.32571 2.07841 1.23130
H 1.63899 1.68665 2.31896
H 1.37677 -2.49220 -0.55952
H 0.68041 -2.22079 1.11322
H -0.38774 -2.43567 -0.23686
H -0.38637 -0.32559 0.64012
*
```

=====

Record 4
A cluster of 2 separate species, C6H13F in total, computed with ωB97M-V/def2-TZVPD.

Summary:
Largest force on an atom: 4.5 eV/Å
Energy relative to the best compared isomer or geometry (same formula, charge and spin): 43.4 kcal per mole
Orbital gap: 9.17 eV

ORCA input file:
```
! RIJCOSX wB97M-V def2-TZVPD def2/J DEFGRID3
* xyz 0 1
C 2.31681 -0.08693 1.03312
C -1.68710 -1.11867 0.10832
C -0.17689 0.11812 -1.63396
C -1.09347 1.40147 0.32231
C 1.02417 -0.79019 1.02229
C -0.65569 0.03640 -0.18098
F 0.70141 -1.02351 2.31267
H 2.35269 0.67689 1.69757
H 2.57484 0.34000 0.09520
H 3.16165 -0.72495 1.07196
H -2.65296 -1.05092 -0.30360
H -1.74631 -1.20423 1.09908
H -1.23077 -2.02824 -0.26917
H 0.76858 0.57517 -1.68329
H -0.24404 -0.89732 -2.03681
H -0.85120 0.73094 -2.05928
H -2.08406 1.49568 -0.04880
H -0.45489 2.21403 -0.14006
H -1.09258 1.64834 1.29203
H 1.06197 -1.66065 0.41132
*
```

=====

Record 5
The ion C6H13FN3 with charge +1, computed with ωB97M-V/def2-TZVPD.

Summary:
Largest force on an atom: 6.0 eV/Å
⟨S²⟩: 2.03
Orbital gap (alpha / beta): 8.11 / 7.87 eV

ORCA input file:
```
! RIJCOSX wB97M-V def2-TZVPD def2/J DEFGRID3
* xyz 1 3
C -2.49963 -0.54059 0.45965
C -0.11017 -0.03949 -0.29230
C 2.15142 0.29342 0.14664
C 0.46952 2.39681 0.05730
C 0.00836 -2.34163 -0.63991
C 0.75773 0.92655 0.45333
N -1.73909 -1.54254 0.70789
N -2.06912 0.68825 0.25037
N -0.33794 -1.32246 0.32570
F -2.77587 1.50273 -0.60077
H -3.63772 -0.62220 0.55573
H -0.09692 0.16036 -1.41499
H 3.00647 1.11179 0.31366
H 2.34962 0.04714 -0.86053
H 2.42272 -0.49437 0.72566
H 0.52840 2.86903 1.04289
H -0.52033 2.58554 -0.28089
H 1.17948 2.72360 -0.75739
H -0.65477 -2.23018 -1.46474
H 1.14593 -2.39427 -0.95304
H -0.35312 -3.24455 -0.36192
H 0.41392 0.98468 1.55084
H 0.36111 -1.51762 1.03680
*
```

=====

Record 6
The ion C6H13FN5 with charge +1, computed with ωB97M-V/def2-TZVPD.

Summary:
Largest force on an atom: 4.9 eV/Å
SMILES string: CC(C)C1=[NH+]C(N)(N)N=CN1F
Energy relative to the best compared isomer or geometry (same formula, charge and spin): 31.2 kcal per mole
Orbital gap: 10.01 eV

ORCA input file:
```
! RIJCOSX wB97M-V def2-TZVPD def2/J DEFGRID3
* xyz 1 1
C -1.12474 1.91468 -0.16055
C -2.17436 -0.20196 -0.00045
C 0.33262 -0.02944 -0.13748
C 2.80105 -0.29821 -1.08195
C 2.20964 0.05398 1.30073
C 1.71086 -0.57719 0.00482
N -2.14402 1.23936 0.02740
N 0.05892 1.30826 -0.34458
N -0.74179 -0.70643 0.20560
N -2.91693 -0.71252 1.08113
N -2.50424 -0.74962 -1.23862
F 1.07484 2.10221 -0.62199
H -1.04797 3.06721 -0.24536
H 2.88184 -1.05724 -1.72593
H 3.77445 0.19856 -0.78068
H 2.49401 0.49909 -1.79374
H 2.59148 1.01097 1.24773
H 3.06949 -0.60378 1.60976
H 1.42522 0.06153 2.06161
H 1.68743 -1.64342 0.11069
H -0.66558 -1.65751 0.62704
H -2.77310 -0.12357 1.81529
H -3.97934 -0.94325 0.96563
H -3.35292 -0.30872 -1.70998
H -2.68687 -1.84298 -1.21611
*
```

=====

Record 7
A cluster of 2 separate species, C6H13IO in total, computed with ωB97M-V/def2-TZVPD.

Summary:
Largest force on an atom: 5.8 eV/Å
Orbital gap (alpha / beta): 5.94 / 8.92 eV

ORCA input file:
```
! RIJCOSX wB97M-V def2-TZVPD def2/J DEFGRID3
* xyz 0 1
C 2.48659 0.31269 0.52288
C 0.06610 -1.66708 -0.76173
C -0.14102 0.55765 -1.93067
C 0.88979 0.41519 0.44615
C -2.63812 0.40035 1.17560
C 0.35758 -0.22695 -0.80033
O -2.63701 1.26058 2.21983
I -2.91611 -1.79208 1.50063
H 3.03484 0.23119 -0.42259
H 2.92398 -0.51314 1.14268
H 2.95082 1.25139 0.88834
H -0.13008 -2.08245 -1.72204
H -0.78436 -1.70751 0.00987
H 0.96454 -2.21687 -0.61088
H -0.38942 1.47358 -1.61924
H -0.84574 0.06654 -2.43182
H 0.76497 0.81469 -2.61589
H 0.64329 1.50466 0.56748
H 0.43759 -0.13571 1.42549
H -3.33904 0.79777 0.50817
H -1.69919 1.25548 2.50807
*
```

=====

Record 8
A cluster of 2 separate species, C6H13ISi in total, computed with ωB97M-V/def2-TZVPD.

Summary:
Largest force on an atom: 5.1 eV/Å
Energy relative to the best compared isomer or geometry (same formula, charge and spin): 59.4 kcal per mole
Orbital gap: 7.04 eV

ORCA input file:
```
! RIJCOSX wB97M-V def2-TZVPD def2/J DEFGRID3
* xyz 0 1
C -3.40389 -0.52359 -0.18815
C -2.55764 0.42048 -0.08736
C 1.09578 1.95623 0.15437
C 2.49025 -1.00592 0.60375
C 0.54297 -0.61567 -1.48377
C -0.35637 -0.42885 1.28318
Si 0.98222 0.07177 0.15333
I -2.47731 2.16904 -1.13451
H -4.37982 -0.22752 -0.68461
H -3.35436 -1.27875 0.57052
H 1.32706 2.34034 1.09564
H 1.54766 2.40876 -0.63453
H -0.05602 2.28696 0.03228
H 2.23075 -2.06545 0.27784
H 3.43807 -0.71935 0.25881
H 2.66035 -1.07170 1.65887
H 1.12521 -0.17686 -2.21715
H 0.68346 -1.65216 -1.41626
H -0.42856 -0.63712 -1.78302
H -0.53177 0.19015 2.17740
H -0.57805 -1.44080 1.36340
*
```

=====

Record 9
A structure of composition C6H13IrO4, computed with ωB97M-V/def2-TZVPD.

Summary:
Largest force on an atom: 5.4 eV/Å
⟨S²⟩: 8.76
Orbital gap (alpha / beta): 10.18 / 6.73 eV

ORCA input file:
```
! RIJCOSX wB97M-V def2-TZVPD def2/J DEFGRID3
* xyz 1 6
C 1.98105 0.92525 0.76216
O 2.30479 -0.30572 0.17750
C 3.65371 -0.67207 0.29735
H 2.50796 1.74630 0.24760
H 0.80757 1.11169 0.59850
H 2.12878 0.90398 1.85511
H 3.75921 -1.66002 -0.16766
H 3.94346 -0.74662 1.36055
H 4.29565 0.06790 -0.21609
O -0.31022 1.51073 -1.73207
C -1.39230 2.14883 -1.13646
C -1.93433 1.32201 0.00710
O -2.00555 0.00692 -0.41583
C -2.26283 -1.05794 0.50697
C -1.66786 -2.31496 -0.13100
O -0.37955 -2.08908 -0.60198
Ir -0.19892 -0.33318 -1.29052
H -2.20861 2.34638 -1.86989
H -1.11695 3.13761 -0.71398
H -2.76391 1.66659 0.63293
H -3.34507 -1.14394 0.68207
H -1.75145 -0.81742 1.45171
H -2.34871 -2.64350 -0.94316
H -1.69594 -3.10972 0.63908
*
```

=====

Record 10
A structure of composition C6H13N, computed with ωB97M-V/def2-TZVPD.

Summary:
Largest force on an atom: 3.7 eV/Å
Energy relative to the best compared isomer or geometry (same formula, charge and spin): 145.8 kcal per mole
Orbital gap: 9.14 eV

ORCA input file:
```
! RIJCOSX wB97M-V def2-TZVPD def2/J DEFGRID3
* xyz 0 1
C 2.13124 0.61705 -1.17300
C 1.16766 0.47665 -0.01023
N -0.18934 0.82334 -0.32996
C -1.04903 1.74399 0.24252
C -0.02009 -0.49185 0.07018
C -1.23332 -0.87009 1.61809
C -0.19745 -1.63103 -0.92993
H 2.46125 1.66395 -1.26078
H 3.00449 -0.01306 -1.00536
H 1.65243 0.31864 -2.10892
H 1.58575 0.81423 0.93337
H -2.07794 1.55245 -0.02691
H -1.47340 1.25682 1.90142
H -0.72783 2.76896 -0.03827
H -0.55681 -1.69228 1.75729
H -1.37579 -0.57418 2.67197
H -2.28492 -1.01342 1.26704
H 0.00411 -1.29750 -1.96070
H -1.24194 -1.93410 -0.88926
H 0.42094 -2.51855 -0.72856
*
```

=====

Record 11
An isolated molecule of C6H13N, computed with ωB97M-V/def2-TZVPD.

Summary:
Largest force on an atom: 1.8 eV/Å
SMILES string: C[C@@H]1CCCN1C
Energy relative to the best compared isomer or geometry (same formula, charge and spin): 10.0 kcal per mole
Orbital gap: 9.49 eV

ORCA input file:
```
! RIJCOSX wB97M-V def2-TZVPD def2/J DEFGRID3
* xyz 0 1
C 1.46886 -1.60790 -0.27211
N 0.58525 -0.60558 0.32984
C -0.74429 -1.21628 0.44069
C -1.70867 -0.06276 0.36634
C -1.05604 0.81026 -0.70317
C 0.43595 0.68456 -0.39894
C 0.92287 1.76456 0.52505
H 1.45450 -2.43078 0.43766
H 1.05976 -1.90246 -1.24839
H 2.45991 -1.18949 -0.45387
H -0.91827 -1.79215 1.33231
H -0.90357 -1.84161 -0.45322
H -2.73845 -0.27290 0.10792
H -1.76619 0.51572 1.28215
H -1.37050 1.85049 -0.58868
H -1.33987 0.47585 -1.69723
H 1.04119 0.50807 -1.29727
H 1.01123 2.76406 0.06373
H 0.17510 1.90094 1.31567
H 1.93124 1.64740 0.91152
*
```

=====

Record 12
An isolated molecule of C6H13N, computed with ωB97M-V/def2-TZVPD.

Summary:
Largest force on an atom: 0.2 eV/Å
SMILES string: C[C@H]1N(C)C1(C)C
Energy relative to the best compared isomer or geometry (same formula, charge and spin): 18.3 kcal per mole
Orbital gap: 9.88 eV

ORCA input file:
```
! RIJCOSX wB97M-V def2-TZVPD def2/J DEFGRID3
* xyz 0 1
C 0.30855 -2.19953 0.61314
C 0.53677 -0.71682 0.43999
N 0.49162 -0.14180 -0.88931
C 1.58452 0.70750 -1.32314
C -0.48770 0.31655 0.09328
C -0.36109 1.67518 0.76110
C -1.92329 -0.04581 -0.23282
H 1.18147 -2.75678 0.25352
H 0.16248 -2.44909 1.67049
H -0.56189 -2.54906 0.05163
H 1.33311 -0.32262 1.08498
H 1.19040 1.53406 -1.92282
H 2.19027 1.12678 -0.50138
H 2.25636 0.12248 -1.96058
H -0.83554 1.65265 1.75001
H 0.68124 1.97389 0.90390
H -0.86449 2.45227 0.17293
H -1.98321 -0.99354 -0.77335
H -2.37142 0.72704 -0.87124
H -2.52817 -0.11333 0.67968
*
```